1.
Entry from OMol25: a single C18H21NO2S molecule at a distorted geometry (wB97M-V/def2-TZVPD).

Output
SMILES = COC1CCC(=Cc2sc(-c3ccc(C)cc3)nc2O)CC1
calculated total energy = -1301.90249 a.u.

Geometry as XYZ:
```
43
Properties=species:S:1:pos:R:3:forces:R:3:nbo_charge:R:1
C -2.98176 1.47720 -6.07747 -0.362 -0.334 1.519 -0.251
O -3.13006 0.24579 -5.33013 0.013 0.524 0.136 -0.554
C -3.10160 0.31065 -3.89151 0.100 -0.906 -0.523 0.108
C -1.71440 0.60075 -3.34940 -0.284 0.836 -0.276 -0.423
C -1.61597 0.59828 -1.83184 -0.444 -1.088 0.532 -0.446
C -2.28782 -0.66719 -1.25091 1.792 -0.795 2.086 0.044
C -1.75643 -1.44135 -0.22876 -0.002 1.961 -1.075 -0.218
C -0.55792 -1.21745 0.66110 -0.703 -1.585 -0.870 -0.342
S 0.37694 0.21038 0.96808 0.160 -0.476 0.808 0.397
C 1.33240 -0.66459 2.17877 -0.671 -0.995 -1.218 0.073
C 2.42604 -0.08681 2.95364 0.332 1.232 0.244 -0.058
C 2.97582 1.15542 2.62465 0.598 0.605 -0.109 -0.181
C 4.03700 1.72212 3.35841 -0.533 -0.489 0.610 -0.223
C 4.49636 1.09309 4.53383 -0.650 -0.629 -0.649 0.004
C 5.57958 1.73403 5.34417 0.618 0.302 -0.597 -0.634
C 3.91482 -0.15562 4.88868 -0.020 1.094 -0.823 -0.220
C 2.90737 -0.70475 4.10453 0.097 -0.998 0.347 -0.174
N 1.02812 -1.94202 2.22747 -0.439 0.431 -0.093 -0.495
C -0.02013 -2.26684 1.39330 0.525 1.734 0.612 0.450
O -0.48462 -3.52628 1.42770 -0.301 0.006 -0.412 -0.662
C -3.58643 -1.10270 -1.84663 0.038 0.524 -0.276 -0.438
C -3.52501 -1.06528 -3.38111 -1.075 -0.031 0.062 -0.402
H -3.69537 1.42813 -6.88405 -0.109 -0.038 -0.400 0.190
H -3.25284 2.36758 -5.45829 0.359 -0.571 -0.332 0.168
H -1.96783 1.55424 -6.46384 0.064 0.184 0.010 0.178
H -3.82268 1.04677 -3.54635 -0.179 0.417 0.089 0.160
H -1.01669 -0.12541 -3.73132 0.199 -0.408 -0.389 0.209
H -1.41232 1.57828 -3.72281 0.255 0.121 -0.042 0.207
H -2.11081 1.49655 -1.42305 0.391 -0.214 0.035 0.214
H -0.53733 0.55327 -1.60279 -0.524 0.421 0.300 0.224
H -2.32172 -2.34389 0.00377 0.286 0.116 0.181 0.220
H 2.59185 1.72356 1.77306 0.123 -0.287 0.133 0.212
H 4.47703 2.69505 3.08984 -0.374 -0.561 -0.036 0.214
H 6.53037 1.18601 5.25008 -0.306 0.047 0.145 0.224
H 5.32079 1.81270 6.38661 -0.085 -0.095 0.447 0.223
H 5.77923 2.75271 4.97576 -0.106 -0.316 0.138 0.214
H 4.23525 -0.68162 5.77392 0.103 -0.010 0.133 0.214
H 2.49008 -1.68455 4.36974 0.138 0.476 -0.043 0.228
H -0.05045 -3.96988 2.16105 0.166 -0.078 0.132 0.497
H -3.83722 -2.09746 -1.50058 0.011 -0.298 0.015 0.219
H -4.39600 -0.46127 -1.45632 0.152 0.056 -0.324 0.207
H -4.53927 -1.35089 -3.75042 0.852 0.206 -0.122 0.216
H -2.77633 -1.78668 -3.72058 -0.207 -0.086 -0.103 0.208
```
Forces are in eV/Å.

***

2.
Entry from OMol25: a molecular structure, C18H21NO3 at a distorted geometry (wB97M-V/def2-TZVPD).

Output
calculated total energy = -978.46994 a.u.

Geometry as XYZ:
```
43
Properties=species:S:1:pos:R:3:forces:R:3:nbo_charge:R:1
C 2.31910 2.69629 -1.67301 -1.302 2.758 3.234 -0.242
H 1.25845 3.20611 -1.50945 1.824 -1.154 0.129 0.169
O 2.43797 2.23877 -2.88074 5.133 2.628 -5.766 -0.487
C 1.76374 1.33928 -3.46703 1.034 -0.062 -4.535 0.317
C 0.72952 0.95622 -2.80240 -5.582 -8.426 -2.829 -0.323
C 0.05158 -0.25265 -3.51991 0.478 2.569 1.691 -0.035
C 0.47807 -0.73299 -4.82937 -13.879 -5.938 7.670 -0.214
C 1.25953 -0.02874 -5.44962 8.715 2.833 -8.842 -0.224
C 2.02716 0.93393 -4.86914 1.435 1.880 2.750 -0.239
H 2.96064 1.34924 -5.25914 -0.602 -0.062 -0.348 0.228
H 1.46867 -0.56591 -6.52210 0.098 2.354 2.144 0.224
H -0.45620 -1.40719 -5.36125 3.212 1.425 1.664 0.261
C -1.16477 -0.68461 -2.73982 -6.350 -6.169 -6.175 0.613
O -2.29951 -1.28922 -3.38677 5.438 4.051 2.388 -0.710
N -1.12313 -0.96364 -1.47627 7.351 1.619 1.483 -0.563
H -0.11873 -0.78584 -1.09200 -2.408 -0.354 -0.586 0.392
C -2.00065 -1.34877 -0.51355 -6.819 -5.602 -2.863 -0.245
H -1.71491 -2.16162 0.12427 0.803 -0.181 0.254 0.226
H -3.09806 -1.84267 -1.11043 3.531 0.890 1.266 0.234
C -2.61062 -0.23722 0.07712 -3.649 3.549 0.985 -0.100
H -3.47890 -0.27109 0.79635 0.549 -1.082 -0.777 0.195
H -3.01391 0.40082 -0.77059 0.484 -0.470 0.946 0.211
O -1.64371 0.48682 0.68017 3.939 2.572 1.289 -0.534
C -0.94012 -0.01833 1.79499 -2.012 3.651 -0.737 0.332
C -1.76291 -0.81089 2.60273 6.750 -2.389 4.650 -0.381
C -0.86053 -1.28098 3.88808 -0.947 1.120 -2.671 0.160
C 0.45529 -0.46332 4.24285 -10.778 -11.688 3.127 -0.257
C 0.64499 0.41248 3.42693 7.798 10.184 -4.587 -0.024
C 0.23743 0.77486 2.19841 -5.596 -4.565 -0.761 -0.288
H 0.53795 1.61406 1.69697 0.747 1.681 -1.293 0.228
C 1.89926 1.21056 3.85262 0.766 2.914 1.047 -0.628
H 2.77008 0.66594 4.09742 0.657 -1.640 0.323 0.214
H 2.34207 1.86336 3.10711 -0.535 0.222 -0.671 0.206
H 1.88361 1.92219 4.75985 -0.950 -1.108 -1.088 0.214
H 0.89199 -0.80936 5.08029 1.893 -0.434 2.620 0.218
C -1.47572 -2.56616 4.62593 4.796 1.430 -0.179 -0.701
H -2.53133 -2.28518 4.68422 0.022 -1.460 -0.198 0.248
H -0.86295 -3.58286 4.18622 -2.728 2.697 0.955 0.253
H -0.97384 -2.39950 5.62004 -0.996 -0.764 -0.403 0.217
H -2.39547 -1.59179 2.22221 -0.656 0.265 0.125 0.224
H 0.53443 0.99491 -1.79467 -0.562 1.036 1.975 0.220
H 2.47956 1.76328 -1.12307 -0.006 0.880 1.886 0.181
H 3.09489 3.55145 -1.61444 -1.096 -1.659 0.706 0.209
```
Forces are in eV/Å.

***

3.
Entry from OMol25: a molecular structure, C18H21NO3S at a distorted geometry (wB97M-V/def2-TZVPD).

Output
calculated total energy = -1377.03999 a.u.

Geometry as XYZ:
```
44
Properties=species:S:1:pos:R:3:forces:R:3:nbo_charge:R:1
C 1.09161 0.56626 -2.56154 0.140 0.372 0.143 -0.414
N 1.81994 -0.27206 -1.62049 -1.028 -0.206 -0.304 -0.460
C 1.78680 0.07634 -0.24686 0.493 -0.577 0.917 0.261
C 1.25376 1.30552 0.22905 0.255 -0.544 -0.440 -0.298
C 1.26991 1.62832 1.59478 0.182 -0.426 -0.236 -0.187
C 1.75455 0.71826 2.54382 0.009 0.009 -0.567 -0.248
C 2.28618 -0.49689 2.08275 0.060 0.276 -0.328 -0.184
C 2.36114 -0.79663 0.70979 -0.293 0.263 0.615 -0.281
C 2.75986 -1.09663 -2.20478 0.473 -0.865 -1.871 -0.118
H 0.13994 0.85195 -2.12260 -0.180 -0.114 -0.142 0.213
H 1.65521 1.49100 -2.74212 -0.072 -0.063 -0.227 0.197
H 0.92169 0.03742 -3.50933 0.097 0.135 0.404 0.222
H 0.86638 2.01149 -0.50690 0.087 -0.080 0.424 0.217
H 0.92372 2.61582 1.90516 -0.019 -0.342 -0.090 0.217
H 1.74690 0.97571 3.60798 -0.001 -0.203 -0.455 0.219
H 2.67780 -1.21888 2.80633 -0.073 0.266 -0.328 0.216
H 2.87706 -1.72144 0.42797 -0.435 0.361 0.015 0.216
H 3.26593 -1.79246 -1.49949 0.551 1.857 -0.583 0.239
H 3.08462 -0.62770 -3.20304 0.537 -0.170 2.315 0.240
C -0.03991 -5.74969 -1.26701 -0.057 0.051 -0.029 -0.624
C 1.42585 -5.52144 -1.50518 0.300 0.144 -0.054 -0.070
O 1.55970 -4.30735 -2.30254 0.225 -0.472 0.049 -0.520
C 2.82460 -3.88232 -2.52701 -0.174 0.111 0.412 0.768
C 2.80719 -2.66927 -3.40091 -2.005 -0.611 1.562 -0.645
S 4.31372 -2.37756 -4.25257 1.474 0.557 -0.506 1.276
C 5.37544 -1.58848 -2.97848 -0.203 -0.252 0.219 -0.143
C 5.84311 -2.36316 -1.92211 0.468 0.173 -0.121 -0.270
C 6.67711 -1.77728 -0.96893 -0.009 0.447 -0.318 -0.211
C 7.00421 -0.41345 -1.09198 -0.078 -0.091 0.144 -0.207
C 6.50576 0.35551 -2.15254 0.048 -0.451 0.013 -0.203
C 5.68974 -0.23683 -3.11178 0.136 -0.278 -0.033 -0.253
O 4.07271 -1.23022 -5.18021 -0.572 -0.186 -0.146 -0.990
O 3.78965 -4.38054 -1.96808 -0.758 0.154 -0.597 -0.642
H -0.19993 -6.71128 -0.77993 0.083 -0.037 0.000 0.218
H -0.43046 -4.97779 -0.60867 -0.218 0.101 -0.107 0.214
H -0.57007 -5.75897 -2.21994 -0.120 0.086 0.114 0.216
H 1.96944 -5.39651 -0.56102 0.002 -0.042 -0.298 0.194
H 1.85516 -6.35854 -2.06677 0.134 0.228 0.106 0.186
H 1.97688 -2.76822 -4.11919 0.475 0.432 0.152 0.272
H 5.54122 -3.40743 -1.87355 0.298 0.352 0.119 0.265
H 7.07595 -2.39860 -0.16169 -0.121 0.392 -0.212 0.220
H 7.64897 0.06265 -0.35016 -0.164 -0.195 -0.206 0.216
H 6.75278 1.40875 -2.28332 0.058 -0.260 0.289 0.217
H 5.31825 0.34421 -3.95588 -0.004 -0.301 0.185 0.250
```
Forces are in eV/Å.

***

4.
Entry from OMol25: a molecular structure, C18H21NO5 at a distorted geometry (wB97M-V/def2-TZVPD).

Output
calculated total energy = -1128.80371 a.u.

Geometry as XYZ:
```
45
Properties=species:S:1:pos:R:3:forces:R:3:nbo_charge:R:1
C 3.79572 2.84229 0.41188 -1.359 -0.992 -9.011 -0.179
H 3.01827 3.47279 0.18755 -3.068 1.424 -0.382 0.138
O 3.60285 1.82194 1.10934 -4.523 -8.274 4.947 -0.536
C 2.38136 0.95609 0.70010 -1.957 0.473 3.274 -0.122
C 2.61515 -0.06370 -0.67081 1.031 3.210 5.452 -0.280
N 1.40395 -0.81542 -0.73926 1.142 0.625 -0.206 -0.400
C 1.15452 -2.07899 -0.07373 -2.178 5.683 -5.740 0.147
C -0.04982 -2.34839 -0.72960 -1.565 -5.244 4.711 -0.159
C -0.62571 -1.31814 -1.52583 2.912 -0.548 0.990 -0.333
C 0.39674 -0.39881 -1.53637 -1.702 3.128 -1.478 0.212
C 0.22381 1.13260 -2.25274 1.232 -7.380 -3.341 -0.653
H 0.98422 1.11522 -3.10315 -0.314 0.619 1.417 0.220
H -0.64205 0.79928 -2.91413 0.139 1.774 1.546 0.249
H 0.35733 1.87481 -1.55822 -0.555 2.034 1.241 0.225
H -1.53612 -1.37788 -2.04718 -0.808 0.261 -0.367 0.236
C -0.76944 -3.57238 0.05025 4.705 -3.988 -3.035 0.579
O -0.11646 -4.74222 0.27785 -3.902 6.767 -0.689 -0.587
C -2.24875 -3.44005 0.24564 3.452 8.310 -10.229 -0.136
H -2.34935 -3.82245 1.02036 -3.055 -6.217 12.860 0.174
H -2.79614 -3.77256 -0.55345 -1.034 -1.838 -1.822 0.222
O -2.67770 -2.03879 0.15944 0.998 1.293 4.030 -0.562
C -2.11405 -1.18934 1.32311 2.101 -2.805 -1.863 0.814
O -1.29908 -1.63074 2.08938 -1.426 -0.709 -0.351 -0.531
C -2.27125 0.21788 1.13049 -4.969 1.272 -6.204 -0.239
C -1.41327 1.22605 1.43011 5.706 -13.896 9.528 -0.088
C -1.43310 2.43742 1.42809 -5.211 1.821 -5.825 -0.232
C -2.40065 2.71126 0.49882 4.575 15.652 3.294 -0.229
C -3.18262 2.17216 -0.24153 -7.341 -11.921 -4.774 0.283
C -3.19486 0.60926 0.12941 1.752 3.634 0.491 -0.112
H -3.70070 -0.08901 -0.45831 -1.241 -0.967 -0.573 0.213
O -4.07526 2.63590 -1.16959 -1.725 -2.771 -1.700 -0.668
H -4.62641 1.78907 -1.65508 2.626 3.545 2.362 0.498
H -2.47515 3.99222 0.32400 0.090 -3.125 0.265 0.180
H -0.92048 2.97954 1.96762 4.905 5.864 4.720 0.218
H -0.74992 0.59427 2.40075 -0.804 2.234 -2.688 0.173
C 2.27328 -2.44139 0.65991 0.397 -10.835 -2.017 -0.653
H 3.16054 -2.87927 -0.11319 -2.089 1.391 2.581 0.245
H 1.79163 -3.55199 1.24402 1.777 2.782 -1.826 0.263
H 2.49479 -1.98820 1.49523 1.745 3.238 3.788 0.225
H 2.66439 0.87458 -1.29310 0.514 -2.135 -0.634 0.255
H 3.55249 -0.58066 -0.17455 -1.713 0.659 -2.363 0.264
H 1.93906 0.41370 1.81056 2.013 0.999 -3.416 0.211
H 1.36891 1.60654 0.56551 2.634 -0.831 -0.283 0.178
H 4.07618 2.40476 -0.62964 0.505 1.708 0.601 0.101
H 4.41317 3.46077 0.78002 5.587 4.075 2.717 0.176
```
Forces are in eV/Å.

***

5.
Entry from OMol25: a molecular structure, C18H21P2Ru at a distorted geometry (wB97M-V/def2-TZVPD).

Output
spin multiplicity = 6
calculated total energy = -1475.82075 a.u.
expectation value of S² = 8.7701

Geometry as XYZ:
```
42
Properties=species:S:1:pos:R:3:forces:R:3:lowdin_spin:R:1
C -0.22172 -0.47235 -3.63999 0.507 1.744 -0.874 0.110
C -1.11933 0.57789 -3.22438 0.675 0.018 -0.755 0.222
C -0.35648 1.63064 -2.65703 0.644 0.091 -0.293 0.227
C 1.02566 1.25508 -2.64983 -0.745 0.273 -1.266 0.181
C 1.14477 -0.02895 -3.30518 -1.064 0.527 -0.858 0.073
Ru 0.21722 -0.67017 -1.50468 0.095 -1.388 1.354 2.768
P -0.24695 -2.84810 -1.66245 -0.489 -1.983 -0.121 0.315
H -0.48780 -1.35984 -4.20480 0.088 0.211 0.123 0.007
H -2.19797 0.57451 -3.33444 0.209 -0.105 0.092 0.013
H -0.74817 2.57044 -2.28046 0.029 -0.320 0.091 0.011
H 2.06875 -0.50680 -3.60825 -0.193 -0.022 0.090 0.020
H 1.85553 1.84566 -2.28297 -0.129 -0.093 -0.039 0.008
H 0.80423 -3.71522 -2.08769 -0.482 -0.279 -0.007 0.050
H -1.28232 -3.21312 -2.56779 0.231 -0.415 0.172 0.042
H -0.68258 -3.45807 -0.45863 0.127 -0.156 -0.335 0.036
C 2.37813 0.74096 0.90995 0.438 0.456 0.472 0.058
P 0.72656 0.19835 0.43308 0.018 1.194 1.632 0.276
C 0.46305 -1.25520 1.51699 -0.142 0.540 0.401 0.099
C -0.70547 -1.44364 2.25176 0.017 -0.249 -0.068 0.047
C -0.92513 -2.64985 2.92092 -0.237 -0.042 0.287 0.071
C 0.04216 -3.65665 2.91315 0.374 0.136 -0.342 0.043
C 1.24832 -3.43865 2.23511 -0.417 -0.541 0.409 0.053
C 1.46228 -2.24661 1.54451 0.073 0.303 -0.549 0.082
C -0.31129 1.68492 0.75244 0.104 -0.196 0.267 0.038
C 0.21834 2.94119 0.40156 -0.208 -0.072 0.244 0.023
C -0.56023 4.09526 0.51058 -0.032 -0.186 -0.126 0.003
C -1.87600 4.00834 0.96258 0.021 0.062 0.118 0.023
C -2.41315 2.75789 1.28867 0.212 -0.048 -0.220 0.007
C -1.65991 1.59354 1.12142 -0.085 0.591 0.159 0.029
H 3.07317 -0.09252 0.80030 -0.038 0.158 -0.076 0.007
H 2.36159 1.05839 1.95962 0.154 0.057 -0.117 0.010
H 2.69519 1.57502 0.27669 0.089 -0.243 0.118 0.002
H -1.44708 -0.65708 2.30746 0.124 -0.258 0.030 0.004
H -1.86473 -2.79450 3.45547 0.267 0.014 -0.107 0.004
H -0.14174 -4.60367 3.42943 0.103 0.366 -0.180 0.001
H 2.01737 -4.21129 2.23977 -0.171 0.214 -0.019 0.003
H 2.39852 -2.09298 1.00398 -0.286 -0.059 0.194 0.020
H 1.23313 3.01762 0.01232 -0.235 0.046 0.238 0.001
H -0.13011 5.06020 0.23370 -0.169 -0.283 0.066 0.000
H -2.48474 4.91505 1.05084 0.246 -0.401 0.022 0.002
H -3.42743 2.68573 1.67214 0.084 0.008 -0.191 0.000
H -2.14365 0.62859 1.26412 0.192 0.330 -0.038 0.011
```
Forces are in eV/Å.